Entry 1:
Here is a molecular structure, C32H72F4KN6O8S4 at a distorted geometry from OMol25. Energies are from wB97M-V/def2-TZVPD.

Values from the calculation:
- energy above the lowest of the compared OMol25 structures with the same formula, charge and spin (kcal per mole) = 0.00
- gap between HOMO and LUMO (eV) = 5.70
- total charge = +3
- lowest unoccupied orbital energy (Eh) = -0.26867
- maximum force (eV Å⁻¹) = 11.6

Geometry as XYZ:
```
127
C32H72F4KN6O8S4 (wB97M-V/def2-TZVPD)
K 2.1291 -13.4595 12.4846
C -1.7753 -10.6547 12.3440
C -1.3012 -9.7662 11.1634
C 0.0529 -10.1592 10.6608
N 0.3935 -9.5619 9.2402
C 0.3225 -8.0552 9.3746
C 1.7910 -10.0679 8.7647
C 1.6462 -9.9958 7.2157
C 0.2258 -10.4492 7.0106
C -0.6431 -10.1158 8.2524
H -2.6279 -10.2250 12.8698
H -1.0085 -10.8970 13.0799
H -2.1456 -11.6019 11.9519
H -1.2196 -8.7493 11.5473
H -2.0260 -9.7829 10.3495
H 0.1307 -11.2439 10.5872
H 0.8671 -9.8390 11.3108
H 0.4416 -7.7909 8.3239
H 1.1037 -7.5435 9.9367
H -0.6625 -7.7688 9.7431
H 2.4584 -9.3214 9.1954
H 1.9245 -11.0789 9.1495
H 1.7580 -9.0033 6.7792
H 2.3855 -10.6510 6.7550
H -0.2085 -9.8780 6.1901
H 0.1479 -11.4736 6.6463
H -1.2949 -9.2513 8.1266
H -1.2054 -10.9589 8.6538
C 6.2861 -17.0252 17.8177
C 6.4956 -15.7440 16.9351
C 5.8910 -14.4851 17.5792
N 5.7994 -13.2459 16.6971
C 4.5858 -13.3067 15.7504
C 7.1314 -13.0038 15.9213
C 7.3407 -11.4911 15.6643
C 6.2202 -10.8262 16.4287
C 5.7243 -11.8656 17.4312
H 6.5913 -17.8964 17.2381
H 5.2429 -17.2305 18.0578
H 7.0058 -16.8640 18.6204
H 6.0051 -15.7248 15.9619
H 7.5622 -15.6006 16.7622
H 6.5092 -14.1619 18.4167
H 4.8516 -14.6895 17.8361
H 3.6065 -13.1797 16.2119
H 4.7202 -14.2036 15.1458
H 4.7716 -12.4921 15.0504
H 7.1991 -13.5522 14.9818
H 7.9752 -13.4313 16.4629
H 7.3019 -11.1810 14.6200
H 8.3377 -11.2512 16.0340
H 5.3639 -10.6212 15.7861
H 6.4854 -9.8808 16.9021
H 4.6957 -11.7298 17.7652
H 6.4018 -12.0497 18.2650
C -5.6336 -7.8043 20.5280
C -4.4028 -7.7857 19.5674
C -4.7399 -6.9432 18.2899
N -3.5833 -6.7570 17.2440
C -2.4275 -5.8988 17.8820
C -3.1090 -8.1305 16.6708
C -2.4611 -8.0110 15.3210
C -3.0167 -6.6645 14.8169
C -3.9568 -6.1008 15.9122
H -6.5739 -8.0195 20.0205
H -5.7393 -6.8141 20.9713
H -5.5089 -8.4604 21.3895
H -4.1627 -8.7460 19.1111
H -3.4764 -7.5121 20.0725
H -5.0806 -5.9532 18.5934
H -5.5504 -7.4813 17.7983
H -2.8691 -5.0001 18.3125
H -1.7257 -5.7660 17.0586
H -1.9021 -6.5289 18.5997
H -2.5099 -8.5537 17.4771
H -3.9384 -8.8377 16.6730
H -1.3789 -7.8939 15.3784
H -2.7247 -8.7874 14.6028
H -2.1595 -5.9932 14.7637
H -3.5246 -6.6764 13.8526
H -3.9086 -5.0172 16.0199
H -4.9802 -6.4684 15.8377
C 4.6604 -7.5666 18.8960
C 4.2791 -6.2176 18.1869
C 3.5958 -6.4204 16.8242
N 3.3127 -5.1425 16.0005
C 4.5806 -4.4792 15.3282
C 2.3961 -4.1470 16.7363
C 1.0183 -4.7427 16.7568
C 0.9402 -5.5842 15.5258
C 2.3145 -5.4381 14.7992
H 5.5658 -7.4066 19.4815
H 4.8444 -8.4192 18.2423
H 3.9615 -7.9892 19.6178
H 5.2129 -5.6928 17.9848
H 3.5827 -5.5466 18.6897
H 2.6581 -6.9378 17.0269
H 4.1149 -7.0141 16.0718
H 4.2466 -3.6984 14.6448
H 5.2344 -5.1924 14.8261
H 5.1528 -4.1317 16.1884
H 2.3685 -3.2492 16.1187
H 2.7404 -3.8914 17.7384
H 0.3274 -3.8997 16.7668
H 0.7798 -5.3179 17.6514
H 0.1351 -5.5185 14.7938
H 0.8264 -6.6161 15.8579
H 2.2211 -4.5366 14.1936
H 2.7144 -6.3838 14.4332
N 6.7887 -6.3524 10.7139
S 5.2418 -6.6942 11.3577
O 4.1919 -7.2664 10.5703
O 4.9160 -5.7416 12.4174
F 5.5511 -7.9372 12.3111
S 6.2550 -5.1662 9.9690
O 5.9062 -3.9337 10.6816
O 5.4101 -5.3998 8.7563
F 7.6780 -4.7184 9.3348
N 2.0880 -10.8339 13.2504
S 3.2304 -9.8306 13.0968
O 4.5947 -10.2251 13.5067
O 2.8952 -8.4344 13.1386
F 3.3714 -9.9789 11.5070
S 1.7080 -10.3195 14.7743
O 0.6485 -9.3569 14.8474
O 2.7762 -10.2991 15.8114
F 0.9948 -11.7378 15.2352
```

Entry 2:
Here is 8 unconnected molecules or ions with the total composition C32H72O12 at a distorted geometry from OMol25. Energies are from wB97M-V/def2-TZVPD.

Values from the calculation:
- energy above the lowest of the compared OMol25 structures with the same formula, charge and spin (kcal per mole) = 150.25
- gap between HOMO and LUMO (eV) = 9.83
- total charge = 0
- structure (SMILES) = C1CCOC1.C1CCOC1.C1CCOC1.C1CCOC1.COCCOC.COCCOC.COCCOC.COCCOC
- lowest unoccupied orbital energy (Eh) = 0.02407
- maximum force (eV Å⁻¹) = 2.7

Geometry as XYZ:
```
116
C32H72O12 (wB97M-V/def2-TZVPD)
C -5.5418 -1.9515 -1.2783
C -4.2016 -1.1876 -1.1035
C -4.7316 0.2206 -1.2596
O -6.0621 0.3396 -0.6973
C -6.5222 -1.0208 -0.5878
H -5.4683 -2.9599 -0.8755
H -5.7428 -2.0122 -2.3448
H -3.5252 -1.4174 -1.9272
H -3.8514 -1.2793 -0.1144
H -4.8204 0.5052 -2.3067
H -4.0629 0.9569 -0.8502
H -7.4765 -1.1415 -1.0478
H -6.7216 -1.3612 0.4366
C 4.5275 -3.9589 0.4036
C 3.1406 -3.6531 -0.2071
C 2.9356 -2.2021 0.0986
O 4.2294 -1.6604 0.0612
C 5.1930 -2.6068 0.3844
H 5.0546 -4.7710 -0.1569
H 4.4713 -4.3994 1.4150
H 2.3208 -4.2712 0.2100
H 3.2171 -3.8311 -1.2877
H 2.6181 -2.1488 1.1378
H 2.2591 -1.6162 -0.5318
H 5.6347 -2.3307 1.3599
H 6.0058 -2.5043 -0.3753
C -0.2293 0.7783 1.7038
C -1.4541 0.5928 0.7898
C -1.0112 1.0648 -0.5895
O 0.4371 0.7994 -0.5927
C 0.9051 1.2371 0.7037
H -0.0205 -0.2153 2.1671
H -0.4304 1.4383 2.5379
H -2.3262 1.1772 1.1339
H -1.7427 -0.4484 0.8292
H -1.1551 2.1532 -0.7339
H -1.4571 0.4238 -1.3584
H 1.0361 2.3220 0.6298
H 1.8265 0.6989 0.8621
C 1.5268 -2.5823 5.1232
C 1.8356 -2.2998 3.6748
C 2.5563 -0.9670 3.7185
O 1.9529 -0.1749 4.7695
C 1.1858 -1.0844 5.5745
H 2.3862 -3.0233 5.6256
H 0.6712 -3.2066 5.3594
H 0.9645 -2.1713 3.0332
H 2.5254 -3.0396 3.2178
H 2.4592 -0.4901 2.7366
H 3.6022 -1.1163 3.9610
H 0.1350 -0.7679 5.3585
H 1.2257 -0.9018 6.6666
C -1.1857 0.0572 -4.7321
O 0.0200 -0.6770 -4.8381
C 1.1999 0.0107 -4.4233
C 2.4740 -0.7247 -4.7423
O 2.9304 -0.5166 -6.0381
C 2.3223 -1.3023 -7.0516
H -1.9108 -0.4775 -5.3749
H -1.1015 1.1015 -5.0532
H -1.6447 0.0969 -3.6802
H 1.0961 0.1348 -3.3093
H 1.3329 1.0354 -4.7934
H 2.4506 -1.8035 -4.4534
H 3.2621 -0.2887 -4.0704
H 1.2608 -1.0652 -7.0884
H 2.3885 -2.3678 -6.7271
H 2.7465 -1.2317 -8.0881
C -2.3967 -2.4730 3.5755
O -1.6011 -2.5881 2.4150
C -1.6326 -3.9054 1.8438
C -0.9574 -3.8713 0.4926
O -1.6858 -3.1621 -0.5113
C -0.8129 -2.6318 -1.4803
H -3.4273 -2.7946 3.3865
H -2.5123 -1.4630 3.9737
H -1.9567 -3.0658 4.4439
H -2.6999 -4.1913 1.7395
H -1.1229 -4.5945 2.4455
H -0.6600 -4.9347 0.1509
H 0.0028 -3.3456 0.4877
H -0.3690 -1.7151 -1.0648
H -1.3536 -2.3635 -2.3521
H -0.0290 -3.3277 -1.7071
C -0.0270 4.3356 2.5947
O -1.1383 3.8904 1.9099
C -2.3005 3.6553 2.6995
C -3.4820 4.2002 1.9107
O -3.5869 3.3530 0.8230
C -4.7331 3.7212 0.0558
H 0.6946 4.5031 1.7735
H 0.3668 3.5691 3.3100
H -0.2054 5.2502 3.1359
H -2.0968 4.1646 3.6464
H -2.3923 2.5688 2.9207
H -3.0996 5.2026 1.6696
H -4.3727 4.2156 2.5015
H -4.8886 2.9344 -0.7117
H -4.5930 4.6880 -0.4649
H -5.5771 3.8371 0.7234
C 4.4679 1.7620 0.1292
O 3.4815 2.4208 -0.7021
C 3.9934 3.6496 -1.1620
C 2.8218 4.2709 -1.8970
O 1.8245 4.4613 -0.9755
C 0.5411 4.5382 -1.5708
H 5.4716 1.6858 -0.3032
H 4.1552 0.7694 0.3638
H 4.5364 2.3115 1.0742
H 4.9361 3.6425 -1.7790
H 4.3001 4.3450 -0.3580
H 2.4669 3.6526 -2.7589
H 3.1338 5.2102 -2.2566
H 0.3611 3.7788 -2.3551
H 0.3751 5.5328 -2.0302
H -0.1458 4.3920 -0.7492
```

Entry 3:
Here is 5 unconnected molecules or ions with the total composition C32H73N4O at a distorted geometry from OMol25. Energies are from wB97M-V/def2-TZVPD.

Values from the calculation:
- gap between HOMO and LUMO (spin up / spin down) (eV) = 11.66 / 7.26
- total charge = +4
- lowest unoccupied orbital energy (spin up / spin down) (Eh) = -0.33214 / -0.49369
- maximum force (eV Å⁻¹) = 5.1
- multiplicity = 2

Geometry as XYZ:
```
110
C32H73N4O (wB97M-V/def2-TZVPD)
O 3.1999 -9.1280 11.0886
H 3.3687 -10.0886 11.1446
C 5.1098 -4.9219 8.7504
C 4.8857 -5.0798 10.2131
C 5.2428 -6.4576 10.8631
N 5.2592 -6.3371 12.3990
C 3.8688 -5.8714 12.9361
C 6.3722 -5.3752 12.9204
C 6.6817 -5.9047 14.3600
C 6.1477 -7.3038 14.4431
C 5.7124 -7.6603 12.9885
H 4.8662 -3.8772 8.5572
H 4.4566 -5.5884 8.1872
H 6.1430 -5.0562 8.4299
H 3.8492 -4.7701 10.3464
H 5.5822 -4.3981 10.7012
H 6.2532 -6.8206 10.6749
H 4.5243 -7.2683 10.7416
H 3.6458 -4.8203 12.7528
H 3.8369 -6.0165 14.0160
H 3.1028 -6.4784 12.4535
H 5.9866 -4.3562 12.9549
H 7.1865 -5.4290 12.1979
H 6.3249 -5.2364 15.1438
H 7.7607 -5.8289 14.4942
H 5.3158 -7.2530 15.1456
H 6.9337 -7.9510 14.8322
H 4.9443 -8.4098 12.7979
H 6.5654 -7.9430 12.3714
C 4.1984 -11.7953 14.3417
C 3.0138 -11.2614 15.1248
C 2.5498 -9.8140 14.7500
N 1.4344 -9.4070 15.7462
C 0.1611 -10.2234 15.4793
C 1.0784 -7.8842 15.4651
C 2.1111 -7.1219 16.3145
C 2.2356 -7.9039 17.6439
C 1.8296 -9.3919 17.2562
H 3.9129 -11.7908 13.2898
H 4.4172 -12.8112 14.6704
H 5.0778 -11.2141 14.6192
H 3.3903 -11.4190 16.1355
H 2.1956 -11.9523 14.9218
H 2.2586 -9.6173 13.7182
H 3.4391 -9.2066 14.9180
H 0.0014 -10.2008 14.4013
H -0.6813 -9.7202 15.9539
H 0.2314 -11.2386 15.8699
H 0.0977 -7.7494 15.9214
H 1.0203 -7.5422 14.4318
H 1.6525 -6.1533 16.5137
H 3.1175 -6.9799 15.9205
H 1.5807 -7.4731 18.4013
H 3.3123 -7.9159 17.8128
H 0.9756 -9.5937 17.9027
H 2.5935 -10.1334 17.4902
C -1.9865 -10.0282 11.6763
C -1.1991 -11.2295 11.0722
C 0.4257 -11.1371 11.2060
N 1.1133 -12.3939 10.5649
C 0.3669 -13.7176 10.7552
C 1.3342 -12.1699 9.0607
C 2.8179 -11.9689 8.9435
C 3.5121 -12.8717 10.0679
C 2.5211 -12.6320 11.1949
H -3.0719 -10.0775 11.5897
H -1.6403 -9.1580 11.1186
H -1.8721 -9.8008 12.7361
H -1.5680 -11.1337 10.0510
H -1.5864 -12.1035 11.5959
H 0.7596 -11.0755 12.2417
H 0.8892 -10.3545 10.6053
H -0.6722 -13.4838 10.5235
H 0.4640 -13.9379 11.8183
H 0.8513 -14.5330 10.2182
H 1.0272 -13.0222 8.4545
H 0.7969 -11.2956 8.6933
H 3.1018 -12.2296 7.9239
H 3.0723 -10.9117 9.0185
H 3.4161 -13.9468 9.9163
H 4.5481 -12.6873 10.3521
H 2.5334 -13.4534 11.9114
H 2.7511 -11.7430 11.7822
C 1.9859 -9.4839 6.3045
C 1.0288 -8.4122 6.8527
C 1.6942 -7.5677 8.0228
N 0.8835 -6.3723 8.5136
C 0.8218 -5.2453 7.4474
C 1.4598 -5.7676 9.8111
C 0.7041 -6.1383 10.9343
C -0.7268 -6.1332 10.4769
C -0.5869 -6.5745 8.9571
H 1.6217 -10.3886 5.8177
H 2.8070 -9.7580 6.9670
H 2.4462 -9.1054 5.3917
H 0.0598 -8.8354 7.1175
H 0.6618 -7.7605 6.0598
H 2.6582 -7.2521 7.6239
H 1.9975 -8.1305 8.9056
H -0.0501 -4.6251 7.6557
H 0.6969 -5.6961 6.4629
H 1.7801 -4.7359 7.5486
H 1.4982 -4.6958 9.6164
H 2.5099 -6.0590 9.8307
H 0.9073 -5.5348 11.8190
H 0.9644 -7.1302 11.3036
H -1.0833 -5.1065 10.5593
H -1.5260 -6.7069 10.9461
H -1.2994 -6.3825 8.1549
H -0.5553 -7.6596 9.0556
```

Entry 4:
Here is 7 unconnected molecules or ions with the total composition C32H75N9O8 at a distorted geometry from OMol25. Energies are from wB97M-V/def2-TZVPD.

Values from the calculation:
- gap between HOMO and LUMO (spin up / spin down) (eV) = 7.86 / 3.71
- total charge = +1
- lowest unoccupied orbital energy (spin up / spin down) (Eh) = -0.09221 / -0.24447
- maximum force (eV Å⁻¹) = 7.7
- multiplicity = 2

Geometry as XYZ:
```
124
C32H75N9O8 (wB97M-V/def2-TZVPD)
C 8.9235 31.3222 -23.9104
C 8.4530 30.9871 -22.4625
C 7.3778 31.9797 -21.9859
C 6.6253 31.6617 -20.6973
C 5.9166 30.3931 -20.8568
C 6.8352 29.2038 -21.3885
N 7.7299 29.6838 -22.5545
O 8.3291 28.6765 -23.1896
C 7.6056 28.5924 -20.2110
C 5.8307 28.1509 -21.9111
C 9.6576 30.9903 -21.4088
H 9.2625 32.3573 -23.8681
H 8.0443 31.2643 -24.5521
H 9.6599 30.6650 -24.3727
H 7.9442 32.9106 -21.9618
H 6.6223 32.0087 -22.7711
H 5.9067 32.4633 -20.5268
H 7.3659 31.4837 -19.9175
H 5.1414 30.6319 -21.5850
H 5.4535 30.2001 -19.8892
H 6.8827 28.3689 -19.4264
H 7.8603 27.6091 -20.6063
H 8.6108 28.9887 -20.0676
H 5.2119 27.6830 -21.1455
H 5.0863 28.5648 -22.5913
H 6.3216 27.4115 -22.5438
H 9.3654 31.3222 -20.4125
H 10.3969 31.6915 -21.7960
H 10.1256 30.0110 -21.3087
H 8.0325 28.8598 -24.0840
C 17.2421 24.2421 -20.8952
C 17.1579 25.5605 -20.0871
C 18.5714 26.0940 -19.6801
C 19.3858 26.7473 -20.8203
C 18.5392 27.8857 -21.4364
C 17.1085 27.4557 -21.8981
N 16.4356 26.6669 -20.7451
O 15.1133 26.2877 -21.0796
C 16.3313 28.8147 -22.1733
C 17.2360 26.5932 -23.2502
C 16.4397 25.3092 -18.7055
H 17.8264 23.4450 -20.4354
H 17.8007 24.4718 -21.8025
H 16.2281 23.8446 -20.9378
H 18.5135 26.8569 -18.9037
H 19.1399 25.2211 -19.3594
H 19.5729 25.9295 -21.5162
H 20.3923 27.0527 -20.5342
H 19.1598 28.1939 -22.2778
H 18.4731 28.7804 -20.8174
H 15.2414 28.7999 -22.1827
H 16.4340 29.6156 -21.4411
H 16.6532 29.1450 -23.1609
H 18.2040 26.1593 -23.5008
H 16.3890 25.9074 -23.2294
H 17.0415 27.1234 -24.1824
H 17.0560 24.5306 -18.2561
H 15.3812 25.0577 -18.7732
H 16.5782 26.1240 -17.9949
H 15.2061 25.6720 -21.8102
C 7.1233 23.7310 -16.5207
C 7.9283 24.8981 -16.9450
C 6.9886 26.0850 -17.1160
C 6.6495 26.6860 -15.7559
C 7.9671 27.1427 -14.9754
C 8.9449 25.9245 -14.7594
N 9.0942 25.2396 -16.0756
O 9.9225 24.0989 -16.0060
C 10.2841 26.5081 -14.2783
C 8.3566 25.0246 -13.6097
C 8.5425 24.6949 -18.3476
H 6.6884 23.2320 -17.3867
H 6.2359 24.0123 -15.9536
H 7.5928 22.9335 -15.9449
H 7.4921 26.8653 -17.6866
H 6.0827 25.7942 -17.6479
H 6.0957 25.9839 -15.1325
H 6.0630 27.6026 -15.8188
H 7.6598 27.4131 -13.9651
H 8.5218 27.9479 -15.4571
H 10.1860 27.2439 -13.4802
H 10.9295 25.7144 -13.9020
H 10.8696 26.9762 -15.0697
H 7.6396 24.3175 -14.0269
H 9.1909 24.4348 -13.2299
H 7.9832 25.6296 -12.7835
H 9.0968 23.7598 -18.4278
H 9.1825 25.5486 -18.5706
H 7.8395 24.5600 -19.1695
H 9.3737 23.3849 -15.6734
C 12.0752 26.1548 -21.4640
C 10.6114 26.7578 -21.5186
O 9.6948 25.6848 -21.8723
O 11.9967 25.3212 -20.3622
H 12.8122 26.9565 -21.4162
H 12.3774 25.5502 -22.3191
H 10.4241 27.5572 -22.2355
H 10.2339 27.1299 -20.5661
H 9.7265 25.0577 -21.1461
H 12.7290 24.7005 -20.3586
C 11.4750 28.8164 -17.9529
O 11.1030 29.8565 -17.4519
N 10.8374 27.6736 -17.8303
N 12.4588 28.7635 -18.7453
H 11.2647 26.7618 -17.9086
H 9.9443 27.7355 -17.3626
H 13.1001 29.5256 -18.9129
H 12.4230 28.0990 -19.5051
C 9.8546 25.7024 -25.4944
O 9.7910 25.3994 -26.6914
N 9.9362 24.8960 -24.5415
N 9.9049 26.9169 -24.9616
H 9.9453 25.2590 -23.5990
H 10.2110 23.9311 -24.6579
H 10.0972 27.7256 -25.5354
H 9.4326 27.0662 -24.0814
C 14.6507 23.5070 -23.5265
O 14.0616 23.4671 -22.4714
N 15.8402 23.0165 -23.8065
N 14.2034 24.1075 -24.5970
H 16.2794 23.5251 -24.5605
H 16.3442 22.6549 -23.0095
H 13.2675 24.4857 -24.5640
H 14.5442 23.7037 -25.4577
```